[1]
# C17H28IrN7Se4Te

A structure of composition C17H28IrN7Se4Te (ωB97M-V with the def2-TZVPD basis set, OMol25).

Properties
LUMO level (spin up / spin down) = -0.2169 / -0.2894 hartree
Kohn-Sham gap (spin up / spin down) = 5.4 / 5.5 eV
Net charge = +2
Spin multiplicity = 5
Total energy = -11025.34769 Ha
Largest force on an atom = 0.326 eV/Å
Highest occupied orbital energy (spin up / spin down) = -11.30 / -13.39 eV

```
58
C17H28IrN7Se4Te (ωB97M-V with the def2-TZVPD basis set)
Ir -0.4688 0.1987 -0.2530
Te 3.1792 -1.7014 -0.0215
Se 4.4328 -1.4611 -2.1725
Se 3.6840 0.2400 1.3311
Se 1.0876 -1.1789 -1.4118
Se -4.1128 1.1073 3.3668
N -2.6844 0.7972 2.2626
N -4.8240 2.3514 2.2989
N 3.5038 2.7408 -0.8910
N -1.2290 0.4508 4.8198
N -2.0643 1.5315 0.1004
N 0.0250 -0.0469 2.0598
N 0.6496 2.3371 -0.6421
C -2.9844 -1.2221 -0.7581
C -2.4749 -3.4245 0.8561
C -2.8823 1.5427 1.1906
C 0.2031 0.7185 4.4476
C -3.5378 3.1051 -1.0166
C -3.9193 -2.2408 -0.6610
C -4.0713 2.4040 1.2114
C 1.4571 3.0002 0.4162
C 2.6821 3.7222 -0.1174
C 1.2676 2.4732 -1.9803
C 2.7141 2.0318 -1.9675
C -1.7767 -1.2867 -0.0488
C -3.6710 -3.3391 0.1503
C -2.4438 2.2745 -0.9914
C -1.5402 -2.4094 0.7576
C 0.3478 1.0510 2.9688
C -4.3640 3.2056 0.0951
H 1.8020 2.2405 1.1086
H 3.8307 2.0025 -0.2250
H 0.7374 1.8305 -2.6832
H -1.6063 -0.3435 4.2955
H -2.2683 -4.2942 1.4660
H -5.2376 3.8408 0.1110
H 2.7833 0.9708 -1.7447
H 0.7763 -0.1670 4.7205
H -3.2045 -0.3702 -1.3901
H -0.5942 -2.5258 1.2758
H 1.3891 1.3299 2.8209
H -4.4024 -4.1323 0.2264
H 3.1859 2.2206 -2.9283
H -3.7542 3.6554 -1.9211
H -0.2875 1.9028 2.7175
H -0.2374 2.8291 -0.6841
H -0.9389 -0.3482 2.2118
H 0.5372 1.5522 5.0625
H 3.2901 4.0870 0.7088
H 0.8406 3.7177 0.9576
H -4.8442 -2.1772 -1.2186
H -1.3284 0.2543 5.8176
H 1.1805 3.4989 -2.3491
H 4.3250 3.1979 -1.2851
H -1.8416 2.1421 -1.8831
H -1.8470 1.2415 4.5787
H 2.4444 4.5606 -0.7689
H 0.6776 -0.8155 2.1739
```

=====

[2]
# C11H8B2ClF13InN5O5

A structure of composition C11H8B2ClF13InN5O5 (ωB97M-V with the def2-TZVPD basis set, OMol25).

Properties
LUMO level = 0.1576 hartree
Kohn-Sham gap = 4.8 eV
Net charge = -2
Spin multiplicity = 1
Total energy = -3072.27475 Ha
Largest force on an atom = 0.811 eV/Å
Highest occupied orbital energy = -0.55 eV

```
46
C11H8B2ClF13InN5O5 (ωB97M-V with the def2-TZVPD basis set)
In 0.3484 -0.6493 -0.5134
Cl 2.3284 -3.3048 -0.2183
F -0.8492 -2.6066 -5.5592
F -2.3914 -1.9287 -4.2071
F 1.6667 -2.0139 -4.5939
F 1.9424 0.1006 -4.3000
F -0.3689 1.5114 -4.9992
F 1.0585 -0.6213 -6.1322
F -1.7225 -2.0731 1.4203
F -2.2992 0.7670 -0.5547
F -0.6834 -2.9915 -3.4365
F -2.0898 -3.1583 -0.4816
F -1.5833 0.0540 -6.0396
F -2.1841 0.7826 -4.0975
F -0.9443 2.3987 -1.4272
O 2.3359 -2.2557 0.8029
O 3.6367 -3.9070 -0.3100
O 1.9733 -2.6698 -1.4843
O 1.3462 -4.3040 0.1277
O -0.1854 -0.4313 -2.8071
N 1.4312 -1.2088 4.4922
N 0.8743 -0.0327 2.6906
N 1.7957 0.0500 4.5569
N 2.4764 0.5840 5.6496
N 1.4835 0.7752 3.5146
C -0.3523 3.3937 1.3043
C -1.1249 0.4111 -4.8126
C 1.1022 -0.8118 -4.7878
C -0.2796 3.9734 2.5643
C -0.9700 3.4086 3.6298
C -1.7178 2.2552 3.4281
C -1.7779 1.6773 2.1672
C -0.3053 -0.7129 -4.0781
C -1.1047 2.2407 1.0820
C -1.0553 -2.0800 -4.3235
C 0.8477 -1.2345 3.2985
B -1.3252 -2.2279 0.1100
B -1.2790 1.6403 -0.3648
H -2.2474 1.7987 4.2572
H 0.3172 4.8661 2.7162
H -0.9280 3.8676 4.6118
H 1.8052 0.6635 6.4081
H 0.4143 -2.1126 2.8549
H 0.1871 3.8332 0.4733
H 2.7428 1.5173 5.3532
H -2.3454 0.7666 2.0149
```

=====

[3]
# C47H80N2O8

A cluster of 8 separate species, C47H80N2O8 in total at a distorted geometry (ωB97M-V with the def2-TZVPD basis set, OMol25).

Properties
LUMO level = -0.0366 hartree
Kohn-Sham gap = 7.3 eV
Net charge = 0
Spin multiplicity = 1
Total energy = -2549.71654 Ha
SMILES = C#CCCCc1cc(OC[C@@H](C)C(C)C)c2nccnc2c1.C1CCOC1.C1CCOC1.C1CCOC1.C1CCOC1.C1CCOC1.C1CCOC1.C1CCOC1
Largest force on an atom = 7.086 eV/Å
Highest occupied orbital energy = -8.31 eV

```
137
C47H80N2O8 (ωB97M-V with the def2-TZVPD basis set)
O 2.7870 0.8707 8.2253
O 0.1439 -5.0587 -4.1429
O -3.7257 6.3737 -0.2159
O -6.1463 4.5404 2.7657
O 0.2374 -0.0849 -0.6055
O -4.6103 1.6115 -2.4508
O 4.6404 -8.3448 -1.1751
O -1.0335 8.7940 -3.4087
N 0.0774 -1.0653 2.1575
N 2.7473 -2.3100 3.4683
C -5.5322 3.3977 -1.1970
C 2.7506 -0.6672 -0.8971
C -5.9031 2.3636 3.6691
C 2.3962 0.1589 7.0434
C 3.5421 0.2794 6.0597
C -6.6695 3.2077 2.6721
C -2.8004 7.4706 1.6694
C -2.0806 -3.6731 1.1953
C 0.9105 8.2810 -4.6613
C 2.6773 -1.7764 2.1185
C -1.4328 8.0933 -4.5950
C -2.0906 7.9620 0.4294
C 3.9993 -1.8257 1.2133
C 4.1850 1.1783 8.1355
C -2.2630 -3.1179 -0.3410
C 5.2789 -7.5046 0.9456
C -1.8633 -1.5612 -0.5146
C -6.2186 3.3484 -2.5416
C 5.3880 -1.3103 -1.2034
C -4.9110 2.0188 -1.1087
C -5.3193 4.6263 3.9355
C -5.2505 2.5181 -3.3594
C 5.1957 -9.4241 -0.4109
C 0.3678 9.0867 -3.4988
C 1.3722 -1.1602 1.5055
C -0.8926 -7.1018 -4.7492
C 8.2361 -4.0324 -0.6618
C 8.4951 -5.2713 -0.2616
C -2.9863 -0.8690 -1.4724
C 4.7378 0.3713 6.9784
C -1.5736 -4.1251 -1.3969
C 0.1897 -1.5955 3.4975
C 1.4587 -0.6194 -0.0097
C -0.4180 -1.2958 -1.1804
C -0.5040 -4.8790 -5.4101
C 4.0835 -1.2933 -0.2585
C 1.4862 -2.1901 4.1620
C 6.0183 -8.7985 0.6974
C -5.5717 3.3706 4.7449
C -0.7225 -6.2605 -5.9918
C -4.0612 6.8608 1.0910
C 0.0806 -6.4483 -3.7895
C -2.4352 6.8853 -0.5790
C -0.2868 8.2076 -5.5794
C 7.6623 -2.5855 -1.1549
C 6.0483 -2.7710 -1.4204
C 4.8341 -7.1220 -0.4508
H -7.1765 2.8243 -2.4507
H 4.4044 -7.6927 1.5778
H -2.2000 6.6949 2.1574
H 5.7902 -10.0688 -1.0626
H -0.7772 -1.5828 4.1453
H 1.4639 0.5762 6.6543
H 5.6067 -6.5444 -0.9698
H -2.5165 8.9204 0.1130
H 2.2212 -0.8856 7.3240
H -0.4709 -4.3008 -1.0595
H -4.7205 3.0859 5.3665
H -6.2068 3.6153 -0.3668
H 0.1711 -6.5816 -6.5380
H -3.9977 2.0082 -0.5081
H -4.2765 4.6833 3.6049
H 4.3635 -10.0096 -0.0051
H -5.7472 1.9543 -4.1529
H -4.4481 6.0406 1.7011
H 1.7899 8.7362 -5.1213
H -0.5306 -1.0544 -2.3180
H 8.1880 -2.2247 -2.1202
H 0.3247 -2.1690 -1.1033
H 5.0834 -0.9254 -2.2572
H -1.5174 -3.7047 -2.4646
H 5.8875 -6.7350 1.4248
H 1.0869 -6.8668 -3.8971
H -3.7390 -0.3044 -0.8080
H -3.4147 -3.1810 -0.5353
H -5.5596 5.5373 4.4895
H 5.0197 -0.6301 7.3219
H -4.8497 7.6122 0.9757
H -3.4591 -1.6722 -2.1474
H -6.5669 2.8433 1.6474
H -0.2291 -6.5486 -2.7461
H 8.3398 -6.3742 0.0649
H 6.1628 -0.5555 -0.7845
H -4.4731 3.1447 -3.8101
H -1.9155 -7.0011 -4.3703
H -6.4394 3.5150 5.3976
H 0.8566 8.8409 -2.5530
H -2.3308 -4.8099 1.1288
H -4.9797 1.9914 3.2119
H -0.6894 -8.1631 -4.9056
H -3.0032 8.2559 2.4005
H -2.4640 7.2636 -1.6034
H -0.2482 7.3771 -6.2871
H 4.2797 2.2538 7.9500
H -1.6186 7.0493 -4.3207
H -6.4074 4.3326 -2.9750
H 6.0982 -9.4357 1.5805
H -1.7213 6.0553 -0.5328
H 5.6919 -3.5702 -0.6692
H 4.6752 0.9437 9.0834
H 7.8752 -1.8233 -0.3146
H 1.1820 7.2746 -4.3242
H 0.1133 -4.2461 -6.0523
H -2.0787 -5.1754 -1.3435
H 3.5905 -0.5547 5.3572
H 0.4739 10.1622 -3.6778
H 5.6127 0.8329 6.5164
H 2.7199 -0.2573 -1.9831
H -1.4570 -4.3696 -5.2293
H 1.4141 -2.5768 5.2524
H -2.3609 8.5227 -4.9804
H -0.3750 9.1391 -6.1490
H 7.0306 -8.5845 0.3364
H 3.9068 -6.5435 -0.4515
H -6.4751 1.5067 4.0304
H -5.6145 1.2916 -0.6878
H 4.9261 -2.3073 1.6918
H 5.9375 -3.1860 -2.4892
H -7.7350 3.2484 2.9235
H -1.0163 -3.5030 1.5928
H -1.5743 -6.3059 -6.6733
H -4.7471 4.1611 -1.2092
H -1.9833 -1.0533 0.5294
H -2.4686 -0.0857 -2.1498
H 3.4445 1.2065 5.4844
H -1.0147 8.0932 0.5616
H -2.8627 -3.1634 1.8745
```

=====

[4]
# C2H6N10O

A cluster of 2 separate species, C2H6N10O in total at a distorted geometry (ωB97M-V with the def2-TZVPD basis set, OMol25).

Properties
LUMO level (spin up / spin down) = 0.0232 / -0.0200 hartree
Kohn-Sham gap (spin up / spin down) = 7.3 / 7.2 eV
Net charge = 0
Spin multiplicity = 3
Total energy = -702.24670 Ha
Largest force on an atom = 3.446 eV/Å
Highest occupied orbital energy (spin up / spin down) = -6.62 / -7.70 eV

```
19
C2H6N10O (ωB97M-V with the def2-TZVPD basis set)
O 1.0559 -2.2729 1.1678
N 0.8646 0.7700 -0.3376
N -0.9890 -0.6010 -0.6097
N 3.1334 0.6843 -0.4111
N 2.7080 1.8376 -0.0933
N 1.3984 1.9202 0.0974
N 2.0089 -1.3010 -0.9522
N 1.8630 -1.4567 1.5552
N -1.2153 1.7016 -0.1430
N 0.9695 -2.0874 -0.8996
N -0.3997 -1.7270 -0.9864
C -0.4770 0.5316 -0.4544
C 2.0416 -0.1127 -0.5249
H 1.1486 -3.0213 -1.3341
H -2.0529 1.4549 0.2409
H 1.4122 -0.6669 1.8723
H 1.0025 2.8195 -0.0750
H -1.4406 2.1911 -0.9393
H -0.8855 -2.5799 -0.6938
```